(w)
C5H3N | ωB97M-V/def2-TZVPD

Its spin multiplicity is 3. For the molar mass, the calculation gives 77.09 g/mol. The expectation value of S² is 2.0507. The HOMO energy (alpha / beta) is -7.816 / -10.521 eV.

Last column: Mulliken charge in e.
Cartesian coordinates (Å):
1 C -0.191 -0.569 -1.166  0.416
2 C -1.406 -0.675 -1.678  -0.441
3 C 1.202 0.250 0.538  -0.077
4 C 0.046 0.628 -0.228  -0.128
5 C 0.726 -1.572 -0.472  -0.221
6 N 1.735 -0.883 0.134  -0.454
7 H 0.581 1.517 -0.770  0.224
8 H -0.977 0.927 0.163  0.336
9 H 0.437 -2.625 -0.661  0.344

***

(x)
C5H3N | ωB97M-V/def2-TZVPD

Its spin multiplicity is 3. For the molar mass, the calculation gives 77.09 g/mol. The expectation value of S² is 2.0962. The HOMO energy (alpha / beta) is -5.977 / -8.699 eV.

Last column: Mulliken charge in e.
Cartesian coordinates (Å):
1 C -2.377 0.497 0.014  -0.386
2 C -1.844 -0.713 -0.017  -0.560
3 C 0.782 -0.262 0.031  0.089
4 C -0.520 -0.249 0.018  0.196
5 C 1.996 0.160 0.027  0.121
6 N 3.211 0.025 -0.030  -0.519
7 H -2.835 1.444 0.036  0.482
8 H -2.250 -1.719 -0.054  0.303
9 H 3.838 0.818 -0.025  0.274

***

Which structure is most stable? (x), by 0.0271 hartree over the runner-up.

***

(w)
C3H9N2O | ωB97M-V/def2-TZVPD

For the molar mass, the calculation gives 89.12 g/mol. Its total charge is -1. The HOMO energy is -3.108 eV.

Last column: Mulliken charge in e.
Cartesian coordinates (Å):
1 C -1.032 0.531 -0.665  -0.462
2 O -0.394 -0.131 0.350  -0.715
3 C -1.536 1.926 -0.266  -0.983
4 H -1.866 -0.043 -1.108  0.231
5 H -0.410 0.705 -1.596  0.237
6 H -2.022 2.468 -1.127  0.328
7 H -0.655 2.532 0.046  0.240
8 H -2.278 1.782 0.587  0.219
9 N 0.873 -2.156 1.091  -0.634
10 C 1.510 -0.998 0.559  0.370
11 N 2.369 -1.150 -0.409  -0.893
12 H 1.265 -2.991 0.706  0.243
13 H -0.145 -1.945 1.047  0.297
14 H 1.446 -0.202 1.299  0.309
15 H 2.875 -0.327 -0.513  0.213

***

(x)
C3H9N2O | ωB97M-V/def2-TZVPD

For the molar mass, the calculation gives 89.12 g/mol. Its total charge is -1. The HOMO energy (alpha / beta) is -2.223 / -1.846 eV.

Last column: Mulliken charge in e.
Cartesian coordinates (Å):
1 C 0.590 1.261 0.568  -0.780
2 C -0.302 -0.577 1.846  -0.998
3 C -0.620 -0.410 -1.974  -0.656
4 N -0.490 0.361 0.730  -0.472
5 N 0.184 -1.108 -0.931  -0.118
6 O 1.391 -0.813 -1.144  -0.508
7 H 0.224 2.169 0.113  0.280
8 H 1.314 1.414 1.403  0.337
9 H 1.317 0.769 -0.249  0.194
10 H -1.010 -1.365 1.796  0.262
11 H 0.689 -1.121 1.952  0.218
12 H -0.681 0.120 2.539  0.506
13 H -0.160 0.592 -2.371  0.205
14 H -0.850 -1.086 -2.869  0.280
15 H -1.596 -0.207 -1.408  0.249

***

Which structure is most stable? (w), by 0.1288 hartree over the runner-up.

***

(w)
C5H8NO2 | ωB97M-V/def2-TZVPD

For the molar mass, the calculation gives 114.12 g/mol. Its total charge is -1. Its structure (SMILES) is O=C([O-])[C@@H]1CCCN1. The HOMO energy is -3.441 eV.

Last column: Mulliken charge in e.
Cartesian coordinates (Å):
1 O -2.262 1.329 -1.695  -0.754
2 C -1.528 0.314 -1.643  0.316
3 O -1.630 -0.804 -2.175  -0.744
4 C -0.283 0.563 -0.713  0.125
5 C 0.730 -0.544 -0.694  -0.668
6 C 1.304 -0.579 0.759  -0.556
7 C 0.106 -0.140 1.597  -0.570
8 N -0.814 0.554 0.674  -0.457
9 H -0.007 1.561 -1.063  0.248
10 H 0.155 -1.451 -0.864  0.302
11 H 1.597 -0.477 -1.358  0.365
12 H 1.683 -1.583 0.937  0.360
13 H 2.046 0.222 0.826  0.277
14 H 0.317 0.570 2.387  0.285
15 H -0.406 -1.018 2.031  0.223
16 H -1.007 1.484 0.994  0.249

***

(x)
C5H8NO2 | ωB97M-V/def2-TZVPD

For the molar mass, the calculation gives 114.12 g/mol. Its total charge is -1. Its structure (SMILES) is O=C([O-])[C@@H]1CCCN1. The HOMO energy is -3.096 eV.

Last column: Mulliken charge in e.
Cartesian coordinates (Å):
1 O 1.013 -1.611 -2.496  -0.735
2 C 1.397 -1.048 -1.449  0.433
3 O 2.345 -1.185 -0.662  -0.724
4 C 0.264 0.043 -0.979  -0.052
5 C 0.746 0.945 0.185  -0.750
6 C -0.457 0.955 1.207  -0.530
7 C -1.127 -0.398 0.978  -0.620
8 N -0.779 -0.805 -0.397  -0.400
9 H -0.059 0.604 -1.871  0.316
10 H 1.508 0.384 0.712  0.288
11 H 0.953 1.948 -0.153  0.378
12 H 0.044 0.937 2.184  0.299
13 H -1.182 1.749 1.043  0.344
14 H -2.229 -0.279 1.074  0.263
15 H -0.847 -1.255 1.584  0.259
16 H -1.590 -0.983 -0.960  0.232

***

Which structure is most stable? (w), by 0.0105 hartree over the runner-up.

***

(w)
C4H5N2 | ωB97M-V/def2-TZVPD

For the molar mass, the calculation gives 81.10 g/mol. Its total charge is +1. The HOMO energy (alpha / beta) is -14.067 / -14.275 eV.

Last column: Mulliken charge in e.
Cartesian coordinates (Å):
1 C -2.036 -1.143 -0.185  0.158
2 C -2.172 0.187 0.334  -0.055
3 C 0.059 0.143 0.036  0.404
4 C 1.447 0.431 -0.020  -0.891
5 N -0.830 -1.502 -0.312  -0.127
6 N -1.020 0.892 0.138  -0.054
7 H 1.900 1.353 -0.563  0.355
8 H 1.913 -0.466 -0.450  0.309
9 H 1.938 0.545 1.046  0.337
10 H -0.342 -2.371 -0.456  0.222
11 H -0.857 1.931 0.432  0.343

***

(x)
C4H5N2 | ωB97M-V/def2-TZVPD

For the molar mass, the calculation gives 81.10 g/mol. Its total charge is +1. Its structure (SMILES) is C=[NH+]/C=C1C=N\1. The HOMO energy (alpha / beta) is -13.643 / -13.643 eV.

Last column: Mulliken charge in e.
Cartesian coordinates (Å):
1 C -2.443 -0.185 -0.085  -0.128
2 N -1.101 0.077 -0.008  -0.135
3 C 0.206 -0.603 0.088  -0.273
4 C 1.521 -0.099 0.076  0.254
5 C 2.567 0.733 -0.049  0.075
6 N 2.839 -0.551 -0.087  -0.312
7 H -2.854 -1.148 0.060  0.296
8 H -3.052 0.673 -0.036  0.255
9 H -1.041 1.127 -0.155  0.276
10 H 0.230 -1.697 0.254  0.344
11 H 3.127 1.672 -0.057  0.349

***

(y)
C4H5N2 | ωB97M-V/def2-TZVPD

For the molar mass, the calculation gives 81.10 g/mol. Its total charge is +1. The HOMO energy (alpha / beta) is -15.124 / -15.124 eV.

Last column: Mulliken charge in e.
Cartesian coordinates (Å):
1 C 0.492 -0.912 -1.418  -0.159
2 C -0.899 -0.889 -1.021  -0.208
3 C 0.869 -0.046 -0.472  0.049
4 C 0.019 0.714 0.449  0.377
5 N -1.063 -0.045 0.020  -0.256
6 N 0.237 0.888 1.804  -0.456
7 H 0.945 -1.468 -2.235  0.422
8 H -1.780 -1.518 -1.437  0.386
9 H -0.069 1.867 -0.065  0.313
10 H 0.166 0.034 2.359  0.274
11 H 1.083 1.375 2.016  0.256

***

Which structure is most stable? (x), by 0.0542 hartree over the runner-up.

***

(w)
C4H5N2 | ωB97M-V/def2-TZVPD

For the molar mass, the calculation gives 81.10 g/mol. Its total charge is +1. Its structure (SMILES) is C1=NCC=[N+]=C1. The HOMO energy (alpha / beta) is -15.912 / -15.912 eV.

Last column: Mulliken charge in e.
Cartesian coordinates (Å):
1 C 0.830 0.114 1.269  -0.055
2 N 0.176 -0.933 0.837  -0.240
3 C -0.545 -0.762 -0.436  -0.505
4 C -0.717 0.593 -1.012  0.025
5 N 0.209 1.442 -0.728  -0.318
6 C 1.154 1.186 0.452  0.098
7 H 1.136 0.151 2.374  0.352
8 H -1.379 -1.352 -0.125  0.404
9 H 0.013 -1.490 -1.100  0.394
10 H -1.291 0.871 -1.805  0.477
11 H 2.130 1.845 0.319  0.367

***

(x)
C4H5N2 | ωB97M-V/def2-TZVPD

For the molar mass, the calculation gives 81.10 g/mol. Its total charge is +1. The HOMO energy is -14.200 eV.

Last column: Mulliken charge in e.
Cartesian coordinates (Å):
1 C -3.006 1.152 -1.174  -0.263
2 C -1.833 0.507 -0.775  0.258
3 C 0.043 0.034 -0.362  0.318
4 C -1.182 0.194 0.552  -0.419
5 N -0.633 0.192 -1.427  -0.041
6 N 1.235 -0.297 0.055  -0.357
7 H -1.086 1.029 1.312  0.329
8 H -1.652 -0.623 1.149  0.305
9 H -0.272 0.426 -2.404  0.329
10 H 1.280 -0.253 1.001  0.249
11 H 2.211 -0.324 -0.379  0.291

***

Which structure is most stable? (w), by 0.0404 hartree over the runner-up.

***

(w)
C5H8S | ωB97M-V/def2-TZVPD

For the molar mass, the calculation gives 100.19 g/mol. Its structure (SMILES) is CC/C=C1/CS1. The HOMO energy is -8.313 eV.

Last column: Mulliken charge in e.
Cartesian coordinates (Å):
1 C -2.063 -0.612 0.326  -1.048
2 C -0.444 -0.776 0.014  -0.400
3 C 0.704 0.301 0.142  0.035
4 C 2.059 0.277 0.010  -0.038
5 C 3.262 1.076 0.118  -0.704
6 S 3.464 -0.722 -0.172  -0.162
7 H -2.506 -1.534 -0.028  0.324
8 H -2.464 0.234 -0.219  0.326
9 H -2.224 -0.495 1.391  0.307
10 H -0.130 -1.632 0.617  0.316
11 H -0.406 -1.102 -1.030  0.296
12 H 0.321 1.303 0.322  0.290
13 H 3.551 1.712 -0.711  0.226
14 H 3.583 1.436 1.088  0.234

***

(x)
C5H8S | ωB97M-V/def2-TZVPD

For the molar mass, the calculation gives 100.19 g/mol. Its structure (SMILES) is C1C[C@@H]2S[C@H]2C1. The HOMO energy is -8.719 eV.

Last column: Mulliken charge in e.
Cartesian coordinates (Å):
1 C -1.460 -0.354 1.190  -0.502
2 C 0.144 -0.864 1.474  -0.624
3 C 0.528 -0.560 0.049  -0.076
4 S 1.312 0.433 -1.197  -0.221
5 C -0.056 0.720 -0.321  0.178
6 C -1.486 0.320 -0.199  -0.778
7 H -2.333 -1.192 1.420  0.284
8 H -1.511 0.453 1.966  0.262
9 H 0.158 -1.948 1.617  0.239
10 H 0.636 -0.289 2.274  0.317
11 H 0.056 -1.566 -0.355  0.120
12 H 0.095 1.618 0.360  0.193
13 H -1.876 -0.621 -0.749  0.221
14 H -2.228 1.043 -0.540  0.387

***

(y)
C5H8S | ωB97M-V/def2-TZVPD

For the molar mass, the calculation gives 100.19 g/mol. Its structure (SMILES) is C=CC[C@H]1CS1. The HOMO energy is -8.656 eV.

Last column: Mulliken charge in e.
Cartesian coordinates (Å):
1 C 2.518 -0.460 0.657  -0.685
2 C 2.012 -0.011 -0.468  -0.219
3 C 0.777 0.879 -0.562  -0.350
4 C -0.330 0.300 0.286  0.177
5 C -1.625 0.890 0.498  -0.913
6 S -1.579 -0.813 -0.241  -0.196
7 H 2.052 -0.215 1.596  0.323
8 H 3.216 -1.363 0.470  0.220
9 H 2.537 -0.167 -1.409  0.309
10 H 0.429 0.931 -1.622  0.308
11 H 1.030 1.832 -0.122  0.263
12 H -0.010 -0.206 1.192  0.194
13 H -2.008 1.615 -0.185  0.290
14 H -2.093 0.996 1.468  0.279

***

(z)
C5H8S | ωB97M-V/def2-TZVPD

For the molar mass, the calculation gives 100.19 g/mol. Its structure (SMILES) is C=C(C)S.C#C. The HOMO energy is -8.774 eV.

Last column: Mulliken charge in e.
Cartesian coordinates (Å):
1 C 1.264 2.085 1.102  -0.857
2 C 1.161 0.888 0.554  0.707
3 C 2.201 0.245 -0.419  -1.194
4 S -0.109 -0.345 0.902  -0.227
5 H 1.923 2.858 0.896  0.354
6 H 0.425 2.303 1.767  0.121
7 H 1.779 0.362 -1.411  0.315
8 H 3.076 0.937 -0.310  0.295
9 H 2.505 -0.795 -0.288  0.369
10 H -0.656 0.404 1.982  0.115
11 C -2.816 -2.232 -1.314  -0.353
12 C -3.981 -2.262 -1.086  -0.440
13 H -1.767 -2.114 -1.346  0.373
14 H -5.005 -2.331 -1.028  0.422

***

Which structure is most stable? (y), by 0.0064 hartree over the runner-up.